1.
The following is a DFT calculation (wB97M-V/def2-TZVPD) of a structure of composition C36H28OP2PtSTe.

Total charge: +2
Expectation value of S²: 6.0162
Total energy, eV: -79771.34573
Multiplicity: 5
HOMO-LUMO gap (spin up / spin down), eV: 7.59 / 5.40

Last column: Mulliken spin population.
Atoms and positions in Å:
Pt -0.73 -0.36 -0.74  0.69
O 1.32 -3.13 0.60  0.10
S 0.91 -1.73 0.79  0.07
C 2.36 -0.69 0.65  -0.01
C 3.32 -0.68 1.65  0.01
C 4.53 -0.04 1.43  0.01
C 4.78 0.58 0.22  0.00
C 3.81 0.59 -0.77  0.00
C 2.59 -0.04 -0.57  -0.02
P 1.30 0.06 -1.83  0.31
C 1.59 -1.23 -3.04  -0.02
C 2.34 -2.36 -2.71  -0.02
C 2.47 -3.40 -3.62  0.02
C 1.85 -3.32 -4.86  0.01
C 1.11 -2.19 -5.20  -0.01
C 0.97 -1.15 -4.30  0.15
C 1.43 1.65 -2.64  -0.03
C 0.72 2.73 -2.10  0.01
C 0.85 3.99 -2.66  0.01
C 1.67 4.17 -3.76  0.01
C 2.37 3.10 -4.31  0.00
C 2.25 1.84 -3.75  0.02
C 0.42 -1.45 2.48  0.08
C 1.04 -2.17 3.49  0.00
C 0.69 -1.90 4.80  0.00
C -0.28 -0.95 5.09  0.01
C -0.94 -0.29 4.07  0.00
C -0.60 -0.55 2.74  -0.07
P -1.65 -0.02 1.37  0.42
C -3.06 -1.15 1.45  -0.09
C -4.14 -0.85 2.28  0.01
C -5.19 -1.75 2.39  0.01
C -5.17 -2.94 1.67  0.01
C -4.09 -3.24 0.85  -0.03
C -3.03 -2.35 0.74  0.12
C -2.20 1.65 1.61  0.01
C -3.40 2.08 1.04  0.02
C -3.78 3.41 1.16  -0.01
C -2.95 4.31 1.82  0.04
C -1.74 3.89 2.37  -0.01
C -1.36 2.57 2.26  0.05
H 3.14 -1.16 2.60  0.00
H 5.28 -0.03 2.21  0.00
H 5.73 1.07 0.04  0.00
H 4.00 1.11 -1.70  0.00
H 2.82 -2.44 -1.74  0.00
H 3.05 -4.27 -3.36  0.00
H 1.96 -4.13 -5.57  0.00
H 0.65 -2.12 -6.18  0.00
H 0.44 -0.25 -4.59  0.03
H 0.07 2.58 -1.24  -0.02
H 0.30 4.82 -2.25  0.00
H 1.76 5.15 -4.21  0.00
H 3.01 3.25 -5.17  0.00
H 2.80 1.01 -4.17  0.00
H 1.78 -2.93 3.25  0.00
H 1.17 -2.44 5.61  0.00
H -0.55 -0.75 6.12  0.00
H -1.74 0.41 4.30  0.00
H -4.18 0.07 2.85  0.00
H -6.03 -1.53 3.04  0.00
H -5.99 -3.64 1.76  0.00
H -4.06 -4.18 0.31  0.00
H -2.18 -2.62 0.14  0.04
H -4.05 1.39 0.52  0.00
H -4.71 3.75 0.74  0.00
H -3.25 5.35 1.92  0.00
H -1.11 4.60 2.88  0.00
H -0.42 2.24 2.68  -0.01
Te -2.09 -0.99 -2.92  2.08

=====

2.
The following is a DFT calculation (wB97M-V/def2-TZVPD) of a structure of composition C36H29AsBrIrN5O3 in a non-equilibrium geometry.

Total charge: +2
Expectation value of S²: 8.8189
Total energy, eV: -185093.51994
Multiplicity: 6
HOMO-LUMO gap (spin up / spin down), eV: 5.99 / 3.54

Last column: Mulliken spin population.
Atoms and positions in Å:
Ir -0.54 -0.14 -0.11  2.08
O -4.27 -0.44 1.09  0.00
C -4.14 -0.96 2.33  -0.01
C -5.27 -0.90 3.14  0.00
C -5.28 -1.47 4.40  0.00
C -4.14 -2.11 4.88  0.00
C -3.01 -2.16 4.10  0.00
C -2.97 -1.57 2.83  0.06
C -1.64 -1.64 2.09  0.01
O -1.69 -1.44 0.72  0.24
N -0.72 -0.61 2.62  0.43
N 0.27 -0.26 1.79  0.37
C 1.27 0.53 2.31  0.28
C 2.55 0.52 1.83  0.05
Br 2.91 -0.65 0.38  0.07
C 3.62 1.35 2.26  0.35
C 3.75 2.00 3.50  0.01
C 4.66 3.09 3.59  0.14
C 4.78 3.81 4.75  -0.06
C 4.05 3.46 5.89  0.16
C 3.21 2.35 5.84  -0.06
C 3.06 1.63 4.68  0.13
H -3.51 -0.65 0.55  0.00
H -6.15 -0.40 2.74  0.00
H -6.17 -1.43 5.01  0.00
H -4.15 -2.59 5.85  0.00
H -2.12 -2.65 4.48  0.00
H -1.21 -2.63 2.29  0.01
H -0.45 -0.70 3.60  -0.01
H 1.03 1.20 3.13  0.03
H 4.41 1.50 1.53  0.02
H 5.24 3.36 2.72  0.00
H 5.45 4.66 4.79  0.00
H 4.16 4.02 6.80  0.01
H 2.69 2.03 6.74  0.00
H 2.47 0.72 4.69  0.01
O -1.86 -0.23 -1.68  0.12
As -1.78 -0.09 -3.36  0.01
C -1.75 1.79 -3.81  0.02
C -0.98 2.36 -4.80  -0.01
C -1.08 3.73 -5.05  0.00
C -1.94 4.50 -4.29  0.00
C -2.73 3.92 -3.30  0.00
C -2.65 2.56 -3.07  0.00
C -3.43 -0.82 -4.00  0.00
C -3.68 -0.84 -5.37  0.00
C -4.89 -1.34 -5.83  0.00
C -5.83 -1.82 -4.92  0.00
C -5.57 -1.80 -3.56  0.00
C -4.37 -1.30 -3.09  0.01
C -0.26 -1.11 -3.98  0.01
C 0.15 -2.14 -3.14  0.00
C 1.21 -2.95 -3.52  0.01
C 1.87 -2.70 -4.71  0.00
C 1.46 -1.67 -5.55  0.00
C 0.37 -0.88 -5.20  0.00
H -0.28 1.77 -5.39  0.00
H -0.48 4.17 -5.83  0.00
H -1.99 5.57 -4.46  0.00
H -3.42 4.52 -2.73  0.00
H -3.27 2.09 -2.31  0.00
H -2.93 -0.46 -6.06  0.00
H -5.09 -1.36 -6.89  0.00
H -6.77 -2.20 -5.29  0.00
H -6.31 -2.18 -2.86  0.00
H -4.14 -1.28 -2.03  -0.01
H -0.38 -2.32 -2.21  0.00
H 1.52 -3.76 -2.88  0.00
H 2.71 -3.32 -5.01  0.00
H 1.98 -1.48 -6.48  0.00
H 0.03 -0.12 -5.88  0.00
N 3.29 1.70 -4.66  0.19
C 2.67 1.90 -3.70  -0.08
N 1.95 2.13 -2.63  0.30
C 1.26 1.55 -1.83  -0.05
N 0.56 1.13 -0.94  0.19

=====

3.
The following is a DFT calculation (wB97M-V/def2-TZVPD) of a structure of composition C36H29BCo2F6O8 in a non-equilibrium geometry.

Total energy, eV: -146418.70385
Multiplicity: 1
HOMO-LUMO gap, eV: 7.70

Last column: Löwdin charge in e.
Atoms and positions in Å:
C -4.35 0.98 0.08  -0.01
C -3.17 1.32 -0.83  -0.45
C -3.59 1.10 -2.27  -0.01
C -2.51 2.74 -0.48  -0.46
C -1.68 3.36 -1.61  0.00
C -3.43 3.78 0.11  -0.01
O -1.56 2.38 0.54  0.13
B -1.13 1.15 0.04  -0.60
C 0.30 0.66 0.27  -0.03
C 1.22 1.50 0.91  0.06
C 2.58 1.27 0.75  -0.10
C 3.54 2.27 1.35  -0.50
F 4.83 2.02 1.00  0.12
F 3.22 3.54 0.92  0.12
F 3.46 2.27 2.72  0.12
C 3.04 0.16 0.04  0.07
C 2.11 -0.72 -0.50  -0.10
C 2.56 -1.91 -1.30  -0.50
F 1.73 -2.99 -1.11  0.11
F 2.55 -1.61 -2.64  0.12
F 3.83 -2.30 -0.97  0.12
C 0.75 -0.51 -0.36  0.06
C -2.14 -0.66 4.09  -0.20
C -1.53 -1.58 3.06  -0.23
C -0.16 -1.84 3.09  -0.04
C 0.33 -2.95 2.39  -0.09
C -0.56 -3.75 1.67  -0.10
C -1.89 -3.37 1.49  -0.07
C -2.38 -2.25 2.18  -0.04
O -2.10 0.38 -0.58  0.14
H -5.23 1.59 -0.19  0.10
H -4.64 -0.07 -0.05  0.10
H -4.13 1.16 1.14  0.09
H -4.37 1.80 -2.57  0.10
H -2.73 1.17 -2.95  0.09
H -4.00 0.08 -2.36  0.10
H -2.31 3.80 -2.38  0.09
H -1.05 4.15 -1.18  0.10
H -1.00 2.63 -2.09  0.10
H -4.12 4.13 -0.67  0.10
H -4.02 3.40 0.94  0.08
H -2.85 4.64 0.46  0.10
H 0.88 2.33 1.53  0.14
H 4.11 0.01 -0.11  0.13
H 0.03 -1.24 -0.71  0.14
H -1.42 0.11 4.41  0.13
H -3.01 -0.14 3.66  0.11
H 0.50 -1.19 3.68  0.12
H 1.38 -3.22 2.49  0.10
H -0.22 -4.72 1.28  0.11
H -2.58 -3.95 0.89  0.10
H -3.42 -1.92 2.09  0.12
O -7.19 -0.07 9.62  0.15
C -6.47 -0.23 8.72  -0.15
Co -5.41 -0.40 7.34  0.04
C -4.91 -2.03 7.86  -0.10
O -4.65 -3.09 8.22  0.17
C -6.45 -0.85 6.01  -0.15
O -7.20 -1.27 5.24  0.14
C -3.26 0.37 7.20  -0.20
C -2.41 0.08 8.30  -0.23
C -2.97 0.02 9.58  -0.04
C -2.20 -0.33 10.68  -0.07
C -0.84 -0.64 10.52  -0.08
C -0.29 -0.59 9.24  -0.08
C -1.05 -0.24 8.13  -0.02
C -3.38 -0.25 5.95  -0.19
C -2.65 -1.33 5.30  -0.17
Co -4.19 1.33 6.02  0.11
C -5.38 1.85 7.29  -0.19
O -5.90 2.63 8.00  0.11
C -5.30 1.30 4.64  -0.11
O -6.07 1.40 3.78  0.16
C -3.44 2.92 5.77  -0.05
O -3.01 3.99 5.60  0.15
H -4.05 0.20 9.68  0.10
H -2.69 -0.38 11.65  0.11
H -0.24 -0.92 11.39  0.11
H 0.77 -0.85 9.11  0.11
H -0.60 -0.25 7.13  0.11
H -3.27 -2.23 5.04  0.15
H -1.77 -1.65 5.91  0.13